Record 1
An isolated molecule of C22H34N4O2, computed with the ωB97M-V functional and the def2-TZVPD basis.

Orbital gap   8.52 eV
SMILES   NC(=O)N[C@H](Cc1ccccc1)C(=O)NCC1(N2CCCCC2)CCCCC1
E_LUMO   0.022 Ha
Highest occupied orbital energy   -0.291 hartree
ΔE to the lowest compared entry with this formula, charge and spin   4.5 kcal per mole
Energy   -1228.2998 Eh

The geometry in XYZ format:
```
62
Properties=species:S:1:pos:R:3:forces:R:3
N 0.3556 -1.8003 -3.3092 0.2 -0.1 -0.1
C -0.7944 -1.5325 -2.6172 0.3 0.2 -0.1
O -1.4474 -2.4136 -2.0811 -0.3 -0.4 0.1
N -1.1097 -0.2185 -2.5303 -0.1 0.3 -0.1
C -2.2982 0.2786 -1.8636 -0.2 0.0 0.1
C -2.7429 1.6111 -2.4924 0.0 -0.2 0.2
C -1.5783 2.5105 -2.8062 -0.1 0.1 0.0
C -1.0022 3.3033 -1.8205 0.0 0.1 0.0
C 0.0910 4.1000 -2.1112 0.0 0.1 0.0
C 0.6245 4.1164 -3.3894 0.1 0.1 0.0
C 0.0561 3.3334 -4.3794 0.1 0.0 -0.1
C -1.0373 2.5353 -4.0882 0.0 0.0 0.0
C -2.0764 0.4141 -0.3367 -0.2 -0.4 -0.5
O -2.2680 1.4476 0.2718 0.0 0.4 0.2
N -1.6727 -0.7362 0.2199 0.1 -0.4 0.2
C -1.3268 -0.8548 1.6149 0.0 -0.1 0.3
C 0.1306 -1.3130 1.9122 -0.1 -0.1 0.0
N 0.9552 -0.0940 1.8463 0.1 0.0 0.1
C 2.1396 0.0478 2.6678 0.0 0.1 0.3
C 2.4952 1.5320 2.7920 0.3 -0.2 -0.1
C 2.7467 2.1503 1.4234 -0.2 0.1 0.1
C 1.5360 1.8798 0.5409 0.3 -0.2 -0.2
C 1.2544 0.3799 0.5075 -0.2 0.4 -0.2
C 0.1424 -1.9092 3.3334 -0.2 0.1 -0.1
C -0.6369 -3.2176 3.4679 0.2 -0.1 0.0
C -0.1082 -4.2572 2.4872 -0.3 0.1 -0.1
C -0.1722 -3.7110 1.0666 0.3 -0.1 0.1
C 0.6203 -2.4122 0.9463 -0.2 0.1 0.0
H 0.7448 -1.1209 -3.9386 0.0 0.0 0.0
H 0.5316 -2.7688 -3.5152 0.0 0.0 0.0
H -0.4763 0.4829 -2.8839 0.0 -0.1 0.0
H -3.0831 -0.4772 -1.9986 0.1 0.1 0.0
H -3.4025 2.1011 -1.7753 0.0 0.0 -0.1
H -3.3011 1.4048 -3.4073 0.0 0.0 0.0
H -1.4138 3.2809 -0.8239 0.0 0.0 0.1
H 0.5281 4.7130 -1.3369 0.0 0.0 0.1
H 1.4772 4.7398 -3.6156 0.1 0.1 0.0
H 0.4622 3.3453 -5.3808 0.0 0.0 -0.1
H -1.4831 1.9320 -4.8682 -0.1 -0.1 -0.1
H -1.6376 -1.5705 -0.3571 -0.1 0.1 -0.1
H -1.4582 0.1360 2.0558 0.0 -0.2 0.1
H -2.0340 -1.5427 2.0818 0.0 0.1 0.0
H 1.9542 -0.3254 3.6722 0.0 -0.1 -0.1
H 3.0050 -0.4987 2.2451 0.0 0.0 0.1
H 3.3748 1.6388 3.4303 0.0 0.0 0.1
H 1.6584 2.0448 3.2681 0.0 0.0 0.1
H 3.6348 1.6979 0.9736 0.1 0.0 0.0
H 2.9259 3.2231 1.5173 0.1 0.0 0.0
H 1.7054 2.2430 -0.4752 0.0 0.0 0.0
H 0.6596 2.3861 0.9459 -0.1 0.0 0.0
H 0.4076 0.1963 -0.1476 0.1 -0.1 0.0
H 2.1366 -0.1375 0.0835 -0.1 0.0 0.0
H -0.2463 -1.1690 4.0351 0.1 0.1 0.1
H 1.1724 -2.1404 3.6068 0.0 0.1 0.1
H -1.7034 -3.0659 3.2975 -0.1 0.0 0.0
H -0.5244 -3.5819 4.4920 -0.1 0.0 0.0
H -0.6920 -5.1766 2.5638 0.1 -0.1 0.0
H 0.9285 -4.4972 2.7369 0.1 -0.1 0.0
H -1.2115 -3.5416 0.7833 -0.1 -0.1 -0.1
H 0.2384 -4.4429 0.3676 -0.1 0.0 -0.1
H 0.5759 -2.0649 -0.0857 0.1 0.1 0.0
H 1.6699 -2.6136 1.1808 0.1 0.0 0.0
```
Positions in Å, forces in eV/Å.

---

Record 2
A structure of composition C50H104HgN2O24S9 at a distorted geometry, computed with the ωB97M-V functional and the def2-TZVPD basis.

Orbital gap   7.60 eV
E_LUMO   -0.006 Ha
Highest occupied orbital energy   -0.286 hartree
Energy   -7619.6626 Eh

The geometry in XYZ format:
```
190
Properties=species:S:1:pos:R:3:forces:R:3
Hg -25.6190 -28.1966 18.7502 0.3 0.7 -1.0
O -22.0034 -29.1199 17.0214 1.6 -1.3 -0.7
C -23.2024 -28.8525 17.4544 -1.7 2.8 1.0
O -24.1727 -29.5617 17.4294 -1.9 -4.6 -1.1
O -23.3644 -27.7018 17.9239 0.9 2.6 1.0
H -21.5843 -28.3069 17.3128 0.9 0.2 -0.2
O -28.0526 -27.9452 15.3593 0.7 0.9 0.1
C -27.3477 -27.8730 16.5097 1.2 -0.1 2.7
O -27.5208 -28.7298 17.3917 -2.3 -3.3 0.1
O -26.5085 -27.0207 16.8655 0.6 3.0 -2.8
H -28.5244 -28.7738 15.4701 -0.3 -0.3 -0.2
C -24.7186 -29.5126 13.6252 0.6 -0.8 0.9
C -23.3110 -30.1757 13.7181 0.6 1.2 -0.2
N -22.5873 -30.3203 12.4671 -0.6 0.4 -0.6
C -21.1869 -30.7529 12.6051 -0.9 -1.4 -0.2
C -20.3678 -29.9262 13.5034 0.7 1.8 1.3
C -23.3995 -31.0637 11.5083 0.8 -1.0 -0.2
C -23.7446 -32.5141 11.9602 0.5 -0.1 0.2
H -24.8412 -28.5488 13.1311 0.6 -0.1 -0.3
H -24.9562 -29.3612 14.6781 -0.4 0.2 0.2
H -25.4736 -30.1994 13.2425 0.0 -0.1 -0.2
H -22.6395 -29.5704 14.3270 -0.4 0.3 0.3
H -23.3868 -31.1021 14.2875 -0.3 -0.4 0.0
H -20.5748 -30.8031 11.7046 -0.9 0.6 -0.9
H -21.1571 -31.8115 12.8630 0.0 -0.4 0.7
H -20.6228 -29.8157 14.5574 -0.2 -0.9 0.2
H -20.4463 -28.8723 13.2366 0.2 0.1 -0.7
H -19.3110 -30.1855 13.4409 0.0 -0.1 0.0
H -24.3138 -30.5431 11.2234 0.1 0.2 0.3
H -22.7893 -31.0830 10.6054 -0.1 -0.3 -0.2
H -24.2846 -32.5712 12.9054 -0.5 0.4 -0.1
H -24.2711 -33.1108 11.2154 -0.2 0.3 -0.1
H -22.8599 -33.1005 12.2083 0.4 0.1 -0.3
C -34.0544 -34.1017 17.8596 1.0 -0.9 -0.5
C -33.5225 -34.5631 19.2158 -0.3 0.2 -1.0
N -32.2172 -35.2158 19.1493 -0.3 -0.7 0.6
C -32.0009 -35.9909 20.4289 0.8 0.5 -2.0
C -32.9771 -37.1224 20.5885 -0.1 -0.2 -0.5
C -31.0754 -34.4033 18.6722 -1.3 0.6 0.7
C -31.1093 -33.0480 19.3447 1.4 0.4 0.0
H -35.1219 -33.8820 17.8400 0.1 0.1 0.2
H -33.8614 -34.9938 17.2638 -0.3 0.1 -0.6
H -33.4705 -33.3079 17.3938 -0.1 0.3 0.1
H -33.5690 -33.7107 19.8935 0.0 -0.2 0.7
H -34.2256 -35.3624 19.4499 0.0 0.3 0.8
H -31.0116 -36.4047 20.2332 0.2 0.0 0.7
H -32.0625 -35.4172 21.3536 0.5 0.6 0.0
H -33.8389 -36.7712 21.1560 0.0 -0.5 0.1
H -33.3007 -37.4627 19.6048 -0.1 0.0 0.0
H -32.4501 -37.9627 21.0404 -0.4 0.0 0.4
H -31.1322 -34.2000 17.6029 -0.2 -0.5 -0.3
H -30.1292 -34.9136 18.8524 -0.1 -0.2 0.1
H -30.2246 -32.4735 19.0702 0.1 0.1 0.0
H -31.0124 -33.1958 20.4203 -0.5 0.4 0.1
H -31.9501 -32.4281 19.0335 -0.2 -0.2 0.3
C -28.1862 -23.4897 13.9663 -1.6 0.7 0.5
C -26.7351 -23.9213 13.9983 0.0 0.6 -0.4
C -25.9577 -22.5526 14.0103 -1.1 -0.2 -0.4
S -27.0456 -21.4698 12.9068 0.2 2.7 -0.9
O -26.4394 -21.2706 11.5666 -0.6 -0.5 2.4
O -27.5502 -20.2771 13.6466 1.3 -2.2 -1.0
C -28.3981 -22.5957 12.7655 0.6 -0.8 0.0
H -28.4561 -22.8568 14.8117 0.2 -0.2 0.5
H -28.9939 -24.2172 13.8857 0.5 -0.7 0.3
H -26.6153 -24.4846 13.0729 0.7 -0.1 0.0
H -26.5114 -24.5468 14.8625 0.2 0.0 -0.1
H -24.9284 -22.4591 13.6641 -0.2 -0.4 -0.3
H -26.0038 -22.1797 15.0335 -0.1 0.4 -0.2
H -28.1968 -23.2200 11.8950 -0.3 0.4 -0.4
H -29.3670 -22.0965 12.7796 0.3 0.1 -0.3
C -33.4659 -27.5664 14.5390 -0.2 0.8 -0.2
C -32.2769 -27.0200 15.3533 0.4 0.3 -1.3
C -31.2512 -26.5626 14.2842 -0.7 -0.9 -0.1
S -32.2137 -25.7026 12.9770 0.7 2.7 2.1
O -31.7841 -26.0057 11.6348 -0.4 -0.7 0.3
O -32.1597 -24.2602 13.3373 -0.7 -2.1 -0.4
C -33.8287 -26.4943 13.4881 0.4 0.4 -1.3
H -34.3338 -27.8444 15.1370 0.0 0.1 0.0
H -33.1100 -28.4556 14.0187 -0.1 -0.1 0.0
H -31.8162 -27.8151 15.9394 -0.1 0.2 0.3
H -32.4611 -26.1191 15.9386 -0.6 -0.3 0.4
H -30.8761 -27.4437 13.7635 0.5 0.0 0.1
H -30.4875 -25.9686 14.7863 0.1 0.2 -0.8
H -34.2460 -26.8084 12.5314 0.2 -0.8 0.0
H -34.5374 -25.7028 13.7316 0.4 0.1 0.8
C -20.6667 -29.2340 21.6148 0.0 -0.8 0.9
C -20.9544 -27.7312 21.6474 -1.8 -0.1 -0.5
C -22.3622 -27.6168 22.2863 -0.3 -1.1 -0.1
S -23.3408 -29.0983 21.6649 0.8 0.3 -0.4
O -24.2223 -28.6796 20.5858 0.9 -0.2 0.9
O -23.9155 -29.8617 22.7480 0.4 0.2 -0.2
C -21.8440 -29.9373 20.9363 -0.6 1.3 -0.8
H -20.6900 -29.6494 22.6222 0.4 0.2 0.4
H -19.7229 -29.5570 21.1753 0.0 0.3 -0.1
H -21.0680 -27.4130 20.6111 0.3 0.3 -0.1
H -20.3365 -27.0158 22.1902 0.6 -0.6 -0.1
H -22.9288 -26.7100 22.0744 0.0 -0.2 -0.1
H -22.2801 -27.7788 23.3610 -0.2 0.0 0.0
H -21.8982 -29.6276 19.8927 -0.1 0.1 -0.2
H -21.8552 -31.0270 20.9120 -0.2 0.1 0.7
C -31.4094 -31.6061 15.4668 0.5 1.4 -0.2
C -30.0670 -30.7984 15.6887 -0.5 -1.4 -0.7
C -29.1305 -31.3826 14.6077 -1.1 0.5 -0.6
S -30.1473 -31.2383 13.0638 1.3 0.3 -0.1
O -29.7430 -32.2159 12.0472 -0.8 1.3 1.4
O -30.1861 -29.7948 12.7208 -0.3 -2.0 0.6
C -31.6730 -31.7044 13.9435 -0.1 -0.7 -0.3
H -32.1864 -31.0881 16.0291 -0.2 -0.2 -0.2
H -31.3336 -32.6231 15.8516 0.2 0.1 0.1
H -29.6875 -31.0058 16.6893 0.0 0.3 0.0
H -30.3079 -29.7455 15.5426 0.3 0.1 0.1
H -29.0762 -32.4523 14.8101 0.5 0.0 -0.2
H -28.1777 -30.8987 14.3931 0.0 -0.1 0.2
H -31.8837 -32.7606 13.7759 0.2 0.1 -0.6
H -32.4610 -31.1583 13.4250 -0.1 0.4 0.6
C -30.8148 -27.0228 19.4531 0.7 -0.9 0.3
C -29.7894 -25.9427 19.5062 1.3 2.2 0.5
C -29.0093 -25.9147 20.8492 -0.9 -1.8 -0.2
S -28.6383 -27.7032 21.0509 -0.7 0.6 1.2
O -28.8160 -28.0532 22.4821 0.5 0.1 -2.7
O -27.3774 -27.9446 20.3548 -1.2 -0.1 0.8
C -30.1553 -28.2689 20.0364 0.3 -0.5 1.5
H -31.0872 -27.2313 18.4185 -0.4 0.3 0.1
H -31.6440 -26.6958 20.0803 -0.3 -0.3 -0.3
H -30.3104 -24.9883 19.4304 0.3 0.2 -0.4
H -29.0286 -26.0395 18.7316 -0.2 0.0 -0.3
H -29.6601 -25.7034 21.6976 0.0 0.2 0.0
H -28.0700 -25.3659 20.9174 -0.2 -0.1 -0.2
H -30.7818 -28.6792 20.8284 0.1 -0.2 0.0
H -29.9056 -29.0857 19.3592 0.4 0.3 -0.1
C -24.8057 -23.5224 17.4097 -0.9 0.9 -0.7
C -26.1097 -22.9836 17.9805 0.9 1.4 -1.6
C -26.6357 -24.0206 18.8300 -0.8 -1.2 2.4
S -25.1740 -24.5167 19.9095 -0.5 0.9 0.5
O -25.1666 -25.9773 20.0364 0.1 1.1 0.3
O -25.1058 -23.6775 21.1607 0.0 -1.9 -3.2
C -23.9707 -24.0065 18.5780 -0.1 0.3 -0.5
H -24.3838 -22.6600 16.8936 0.7 -0.2 0.0
H -25.0139 -24.2641 16.6386 0.1 -0.4 0.3
H -26.7640 -22.7104 17.1526 -0.3 0.0 0.1
H -25.8373 -22.0679 18.5053 -0.4 0.1 0.3
H -26.9704 -24.8995 18.2792 0.3 -0.2 0.0
H -27.4377 -23.6907 19.4904 0.1 0.0 0.2
H -23.4123 -24.8349 18.1420 0.4 -0.2 1.2
H -23.4077 -23.1288 18.8952 0.4 -0.5 0.5
C -26.2029 -33.6876 18.1841 -0.9 -0.5 -0.2
C -25.1870 -33.5678 19.3269 0.8 -0.8 -1.5
C -25.8978 -32.9027 20.4663 -0.3 0.7 -0.2
S -26.9066 -31.5381 19.6873 1.2 -0.2 -2.5
O -26.1623 -30.2667 19.5831 -1.1 -2.6 1.2
O -28.2818 -31.5922 20.1370 0.6 0.4 0.3
C -26.7722 -32.3119 17.9634 0.1 0.9 1.0
H -27.0258 -34.3658 18.4098 0.0 -0.2 0.5
H -25.8489 -34.0701 17.2268 0.6 0.1 0.2
H -24.2892 -33.1102 18.9115 -0.1 0.9 0.3
H -24.7792 -34.5413 19.5995 -0.4 -0.2 0.3
H -25.2597 -32.5108 21.2584 -0.3 0.0 0.1
H -26.6332 -33.6485 20.7678 -0.2 0.4 0.7
H -26.0215 -31.7253 17.4338 -0.2 0.4 0.0
H -27.7525 -32.2543 17.4903 0.1 0.0 0.1
C -23.1180 -26.1386 14.2909 -0.1 -0.2 -0.9
C -22.6675 -26.2354 12.8329 0.6 0.0 -0.9
C -21.4950 -25.2721 12.7107 0.5 0.1 0.3
S -20.4184 -25.6278 14.2091 -2.1 1.3 -3.1
O -20.1376 -24.3263 14.7684 0.9 -0.3 0.7
O -19.3841 -26.5590 13.7583 -1.0 0.6 1.4
C -21.8774 -26.2773 15.1226 1.4 -1.0 1.2
H -23.8329 -26.9329 14.5056 0.0 0.1 0.3
H -23.5737 -25.1634 14.4627 -0.1 0.0 0.1
H -23.4284 -25.9836 12.0942 -0.2 0.1 0.2
H -22.3430 -27.2350 12.5438 0.0 -0.3 0.3
H -21.8932 -24.2577 12.7340 0.2 0.2 0.7
H -20.8542 -25.2695 11.8290 -0.1 -0.7 0.0
H -21.9311 -25.7619 16.0816 0.2 0.1 -0.1
H -21.6252 -27.3159 15.3363 -0.2 -0.2 -0.1
C -28.1879 -25.9570 10.1854 0.6 -0.1 0.0
C -28.3921 -26.6287 11.5212 -0.5 -0.4 0.1
C -27.2077 -27.5680 11.8050 0.1 -0.7 1.1
S -26.5182 -28.1865 10.2423 -1.4 1.1 -0.8
O -26.7477 -29.6126 10.0480 0.0 1.2 0.3
O -25.1923 -27.6514 10.0219 -0.2 -0.2 0.3
C -27.7451 -27.1139 9.3027 0.3 -0.9 -0.9
H -27.4572 -25.1512 10.2540 0.1 0.0 -0.3
H -29.1593 -25.5594 9.8915 0.2 0.1 -0.4
H -29.3398 -27.1389 11.3492 0.2 -0.8 0.4
H -28.6734 -25.9306 12.3096 0.6 0.1 0.3
H -27.4623 -28.4404 12.4069 -0.3 -0.1 -0.2
H -26.3725 -27.1416 12.3606 0.0 0.5 -0.2
H -28.5929 -27.7714 9.1102 -0.1 -0.1 0.2
H -27.3488 -26.8901 8.3123 0.3 0.2 0.2
```
Positions in Å, forces in eV/Å.